Record 1
{
  "formula": "C6H11N",
  "method": "the ωB97M-V functional and the def2-TZVPD basis",
  "total_energy_ev": -7889.09981,
  "smiles": "C/C=C/C(C)=C/N",
  "orbital_gap_ev": 8.36,
  "e_above_lowest_kcal_mol": 33.0,
  "e_homo_ev": -7.32,
  "symbols": ["H", "H", "C", "H", "H", "H", "H", "C", "H", "C", "C", "H", "C", "H", "C", "N", "H", "H"],
  "xyz": [[0.1681, 0.3071, 3.8375], [-2.2441, 0.3684, -1.3264], [0.0577, -0.3837, 1.7930], [-0.7387, -1.2658, 3.6837], [-1.4521, 0.8128, 0.9533], [0.8355, -1.1260, 1.6353], [2.3514, -0.5824, -2.4901], [1.1016, -0.0371, -1.0481], [-1.1673, 1.7452, -1.5498], [-1.2164, 0.6470, -1.5872], [-0.5835, 0.1903, 0.7644], [1.9086, 0.0174, -0.3204], [-0.4848, -0.3169, 3.2014], [-0.9895, 0.3995, -2.6009], [-0.1807, 0.1034, -0.6213], [1.4205, -0.2273, -2.4219], [0.6426, -0.6653, -2.8678], [-1.4128, 0.2597, 3.2326]],
  "atomic_forces_ev_per_a": [[0.082, -0.684, 0.059], [0.233, -0.142, -0.201], [-1.332, -0.753, 0.404], [0.538, -0.029, -0.182], [-0.088, -0.052, 0.172], [0.159, 0.291, -0.217], [0.016, -0.535, -0.770], [-1.220, -0.307, -0.079], [-0.046, -0.147, 0.095], [-0.144, 0.020, 0.523], [1.120, -0.134, 0.675], [0.068, -0.326, -0.276], [-0.068, 1.279, 0.232], [-0.209, -0.283, -0.732], [0.619, 1.128, -0.887], [0.041, 1.298, 2.226], [0.361, -0.585, -0.725], [-0.129, -0.039, -0.317]],
  "nbo_charge": [0.2119, 0.2113, -0.1860, 0.2145, 0.1935, 0.1933, 0.3834, 0.0234, 0.2171, -0.6263, -0.2011, 0.1932, -0.6429, 0.2025, -0.1475, -0.8265, 0.3812, 0.2051]
}


Record 2
{
  "formula": "C6H11N",
  "method": "the ωB97M-V functional and the def2-TZVPD basis",
  "total_energy_ev": -7886.37201,
  "orbital_gap_ev": 8.87,
  "e_above_lowest_kcal_mol": 95.9,
  "e_homo_ev": -7.87,
  "symbols": ["H", "H", "C", "H", "H", "H", "C", "C", "H", "C", "H", "H", "H", "H", "C", "N", "H", "C"],
  "xyz": [[0.1257, -1.0859, -1.3481], [-0.9752, 1.8471, 0.1248], [-1.4811, -0.8660, 0.0870], [0.8340, -0.3028, 1.5111], [-1.6464, -1.0520, 1.1562], [2.7364, 0.9178, 0.3957], [0.8160, -0.0928, 0.4317], [2.2476, 0.0595, -0.0757], [0.2917, -2.1652, 0.0466], [-1.7338, 0.5960, -0.2331], [2.2568, 0.2162, -1.1595], [-1.8602, 0.7654, -1.3084], [2.8271, -0.8419, 0.1485], [-2.1574, -1.5295, -0.4643], [-0.0174, -1.1609, -0.2610], [0.2273, 2.4462, 0.3645], [-2.5944, 1.0135, 0.3058], [0.1032, 1.2354, 0.2782]],
  "atomic_forces_ev_per_a": [[-0.014, -0.014, 0.146], [-0.255, 0.029, -0.012], [-0.018, -0.031, 0.030], [-0.024, 0.042, -0.135], [0.025, 0.023, -0.146], [-0.068, -0.129, -0.066], [-0.010, -0.019, 0.025], [0.068, 0.009, -0.017], [-0.047, 0.142, -0.041], [-0.200, -0.103, -0.102], [-0.010, -0.013, 0.146], [0.047, -0.005, 0.144], [-0.086, 0.135, -0.031], [0.092, 0.083, 0.080], [0.024, -0.032, -0.030], [0.054, -0.536, -0.038], [0.147, -0.013, -0.050], [0.275, 0.434, 0.098]],
  "nbo_charge": [0.2006, 0.4891, -0.4034, 0.2271, 0.2014, 0.2285, -0.3045, -0.5904, 0.2170, -0.6716, 0.2112, 0.2113, 0.2147, 0.2154, -0.3858, -0.5211, 0.2292, 0.2312]
}


Record 3
{
  "formula": "C6H11N",
  "method": "the ωB97M-V functional and the def2-TZVPD basis",
  "total_energy_ev": -7887.72994,
  "smiles": "C/C=C/C/C=C/N",
  "orbital_gap_ev": 8.75,
  "e_above_lowest_kcal_mol": 64.6,
  "e_homo_ev": -7.54,
  "symbols": ["H", "H", "H", "C", "C", "H", "H", "H", "H", "N", "C", "H", "C", "C", "H", "H", "H", "C"],
  "xyz": [[0.5344, -3.1826, 2.0026], [-1.1439, -3.6023, 2.1022], [-0.7242, -1.2477, 2.4586], [-0.4539, -0.8130, 0.3795], [-0.3248, 0.6919, 0.4357], [1.6980, 1.1230, -1.5521], [-1.2732, 1.5329, -1.3793], [0.6115, 0.9263, 0.9305], [1.8856, 3.5363, -1.9368], [1.0890, 2.9850, -2.1903], [0.8303, 1.7898, -1.5404], [0.3292, 3.4952, -2.6097], [-0.6811, -1.6001, 1.4255], [-0.4226, -3.0884, 1.4785], [-0.1928, -1.4304, -0.4789], [-0.2571, -3.5023, 0.4872], [-1.2129, 1.0614, 0.9392], [-0.2915, 1.3249, -0.9522]],
  "atomic_forces_ev_per_a": [[0.008, -0.171, 0.039], [-0.304, -0.322, -0.299], [-0.553, 0.675, -0.257], [0.067, -1.306, 0.959], [0.201, -1.810, -2.158], [0.398, 0.590, 1.263], [0.049, 0.907, 0.374], [-0.126, 0.252, 0.403], [0.166, -0.313, 0.002], [-0.870, -0.325, -1.716], [0.424, -0.273, 0.821], [-0.031, 0.136, 0.331], [0.814, -0.399, 0.931], [0.542, 0.825, -0.117], [-0.086, 0.787, -0.595], [-0.405, -0.331, -0.032], [0.260, 0.427, 0.286], [-0.556, 0.652, -0.237]],
  "nbo_charge": [0.2106, 0.2127, 0.1779, -0.1961, -0.4571, 0.1835, 0.1860, 0.2179, 0.3922, -0.8494, 0.0138, 0.3761, -0.1739, -0.6353, 0.1929, 0.2068, 0.2323, -0.2908]
}


Record 4
{
  "formula": "C6H11N",
  "method": "the ωB97M-V functional and the def2-TZVPD basis",
  "total_energy_ev": -7886.32323,
  "smiles": "C=CC(=C)CCN",
  "orbital_gap_ev": 9.14,
  "e_above_lowest_kcal_mol": 97.0,
  "e_homo_ev": -8.54,
  "symbols": ["C", "C", "N", "H", "H", "H", "C", "H", "C", "H", "H", "H", "C", "C", "H", "H", "H", "H"],
  "xyz": [[0.6381, 1.8982, -0.3728], [0.9041, -1.7975, -0.3355], [1.9337, -1.3259, 0.5294], [1.9142, -1.9258, 1.3374], [-1.3176, -0.4234, 1.4290], [1.5671, -0.4132, 0.9301], [0.3277, -0.4406, -0.9319], [-2.5635, 2.2684, 0.6474], [-0.0737, 0.7544, -0.1566], [1.0358, 2.6532, 0.3771], [0.9002, 2.0730, -1.4497], [-0.6460, -0.6815, -1.6193], [-1.2282, 0.5004, 0.8432], [-2.4364, 1.1511, 0.8093], [-3.3433, 0.6157, 0.9740], [0.0117, -2.4548, -0.0651], [1.2508, -2.3607, -1.2163], [1.1255, -0.0909, -1.7297]],
  "atomic_forces_ev_per_a": [[0.091, 0.315, -0.034], [-2.732, 1.403, -2.234], [-0.537, 0.650, 2.056], [0.690, -0.331, 0.462], [0.529, -0.300, -0.941], [0.943, -1.319, -0.576], [-1.837, -1.157, -5.788], [0.335, -1.629, -0.752], [0.472, 0.982, 2.857], [-1.728, -0.596, -0.967], [0.832, -0.464, 1.287], [2.108, -0.019, 1.370], [-1.039, 0.541, -0.578], [2.136, 1.528, -0.183], [-0.407, -0.253, 1.059], [1.135, 0.891, 1.029], [0.489, 0.350, 0.263], [-1.479, -0.592, 1.669]],
  "nbo_charge": [-0.4014, -0.2146, -0.8137, 0.3543, 0.2018, 0.3594, -0.4451, 0.1993, -0.0552, 0.2175, 0.1991, 0.2010, -0.2344, -0.3483, 0.1957, 0.1739, 0.1880, 0.2228]
}


Record 5
{
  "formula": "C6H11N",
  "method": "the ωB97M-V functional and the def2-TZVPD basis",
  "total_energy_ev": -7877.58969,
  "spin_multiplicity": 2,
  "charge": 1,
  "orbital_gap_ev": [7.69, 7.75],
  "e_above_lowest_kcal_mol": 108.3,
  "e_homo_ev": [-14.26, -14.34],
  "symbols": ["H", "C", "C", "H", "C", "H", "C", "C", "H", "H", "H", "C", "H", "H", "H", "N", "H", "H"],
  "xyz": [[-0.6883, 1.7793, -0.8831], [0.0091, 1.1014, -0.4002], [0.2867, -1.4172, -0.1296], [-0.2100, 0.1005, 3.1088], [1.2777, 1.1437, 1.8565], [1.5464, 0.1546, 3.6293], [0.6015, 1.3753, 0.6746], [0.1353, -0.2965, -1.1314], [-2.3916, 0.4538, -3.4039], [0.0700, -2.3878, -0.5654], [0.9738, 0.0029, -1.7695], [0.7967, 0.4408, 2.8995], [-2.2865, -1.0659, -2.7107], [-0.4868, -1.2650, 0.6338], [2.2444, 1.6160, 1.9944], [-2.2566, -0.0582, -2.5262], [1.1871, -1.3415, 0.4743], [-0.8090, -0.3360, -1.7512]],
  "atomic_forces_ev_per_a": [[-0.013, 0.185, -0.042], [-1.284, 0.141, -0.815], [-0.667, 0.509, 0.487], [-0.092, -0.007, -0.562], [0.317, 1.661, 0.307], [-0.171, 0.097, 0.272], [0.130, -1.516, 0.689], [0.221, 1.376, 0.154], [0.031, -0.406, -0.105], [0.548, -0.113, -0.022], [0.153, -1.025, -0.198], [0.152, -0.376, 0.426], [-0.291, 0.166, -0.457], [-0.268, -0.139, -0.211], [0.267, -0.383, -0.330], [-0.688, 0.257, 0.028], [0.459, -0.503, -0.532], [1.199, 0.076, 0.909]],
  "nbo_charge": [0.3187, -0.2454, -0.6288, 0.2344, -0.3983, 0.2290, 0.3961, -0.3612, 0.3344, 0.2530, 0.2402, -0.0304, 0.3242, 0.2104, 0.2648, -0.6276, 0.2165, 0.2699]
}


Record 6
{
  "formula": "C6H11N2",
  "method": "the ωB97M-V functional and the def2-TZVPD basis",
  "total_energy_ev": -9370.22722,
  "smiles": "C=NC1=[NH+]CC[C@H]1C",
  "charge": 1,
  "orbital_gap_ev": [8.44, 8.44],
  "e_above_lowest_kcal_mol": 103.9,
  "e_homo_ev": [-13.84, -13.84],
  "symbols": ["H", "H", "C", "C", "C", "C", "C", "H", "N", "H", "H", "H", "H", "C", "H", "H", "N", "H", "H"],
  "xyz": [[-0.6851, 1.4492, 1.5397], [3.7439, 0.1320, -1.0561], [-1.6330, -0.3079, -0.8381], [-0.5867, 1.7051, 0.4792], [3.1812, -0.0191, -0.1247], [-0.3521, 0.6077, -0.5758], [0.7558, -0.2817, -0.1437], [-2.4323, 0.3369, -0.6221], [1.9846, -0.1558, 0.0619], [0.3863, -1.9748, 1.1935], [-1.4818, 2.3875, 0.1050], [-2.0865, -2.3376, 0.0264], [0.2279, 2.2748, 0.5919], [-1.4057, -1.3578, 0.2900], [-0.2664, 1.2077, -1.5559], [-1.5345, -0.8512, -1.7194], [-0.0263, -1.7339, 0.2988], [3.8004, -0.0175, 0.7112], [-1.5897, -1.0636, 1.3382]],
  "atomic_forces_ev_per_a": [[-0.905, -0.837, -0.299], [-0.839, -0.696, -0.310], [3.555, -0.164, 4.209], [-4.185, -0.299, -0.428], [2.471, 0.407, -0.995], [-1.071, 1.383, -1.608], [-3.522, -4.270, 0.830], [-1.549, 0.310, -0.434], [-2.441, -0.193, -0.530], [-0.159, -0.126, -0.010], [1.865, -1.466, 1.053], [1.720, 2.301, 0.825], [3.231, 2.572, -0.450], [-2.852, -2.308, 0.186], [1.000, -1.088, 1.358], [-0.363, -0.303, -1.898], [3.967, 3.847, -2.504], [1.064, 0.549, 1.695], [-0.986, 0.382, -0.692]],
  "nbo_charge": [0.2305, 0.2311, -0.3720, -0.6023, 0.1282, -0.3365, 0.5970, 0.2460, -0.3449, 0.3941, 0.2471, 0.2391, 0.2165, -0.2516, 0.2808, 0.2328, -0.5479, 0.2105, 0.2017]
}